Arrangement 1

Molecular formula: H3O2PS
Method: DFT, ωB97M-V/def2-TZVPD

Structure (XYZ):
```
7
Properties=species:S:1:pos:R:3:mulliken_charge:R:1
O -0.773 -1.069 1.034 -0.4072
P -0.262 0.457 0.787 0.3443
O -0.856 0.784 -0.732 -0.4596
S 1.859 0.188 0.271 -0.2765
H -0.538 -1.592 0.194 0.3331
H -1.074 1.764 -0.721 0.3419
H 1.644 -0.532 -0.833 0.1239
```

Its SMILES is OP(O)S. As for the HOMO energy: -9.54 eV.

---

Arrangement 2

Molecular formula: H3O2PS
Method: DFT, ωB97M-V/def2-TZVPD

Structure (XYZ):
```
7
Properties=species:S:1:pos:R:3:mulliken_charge:R:1
O -2.745 -0.833 0.841 -0.3494
O 1.626 0.235 -0.337 -0.5144
P -2.883 -0.798 -0.593 0.3271
S 0.866 -0.818 0.352 0.1604
H 1.102 -0.658 1.858 0.1648
H -2.214 0.393 -0.966 0.0351
H 1.556 -1.958 0.430 0.1765
```

As for the HOMO energy: -9.80 eV.

---

The most stable of them is arrangement 1.

---

Arrangement 1

Molecular formula: C2H7O2
Method: DFT, ωB97M-V/def2-TZVPD

Structure (XYZ):
```
11
Properties=species:S:1:pos:R:3:mulliken_charge:R:1
O -1.477 -2.218 -0.256 -0.6576
H -1.736 -3.012 0.192 0.3343
H 1.433 1.797 -1.052 0.2832
H -2.330 -1.881 -0.646 0.3461
C 1.477 1.103 -0.233 -0.7601
C 0.046 1.100 0.158 0.2400
O -0.527 0.340 1.002 -0.2909
H 2.140 1.496 0.592 0.3391
H 1.941 0.155 -0.548 0.3631
H -0.605 1.736 -0.401 0.3828
H -0.363 -0.616 1.192 0.4200
```

As for the total charge: +1. As for the HOMO energy: -15.85 eV.

---

Arrangement 2

Molecular formula: C2H7O2
Method: DFT, ωB97M-V/def2-TZVPD

Structure (XYZ):
```
11
Properties=species:S:1:pos:R:3:mulliken_charge:R:1
O -0.242 -2.189 -0.819 -0.6384
H -0.019 -3.097 -0.575 0.3170
H -1.688 1.942 0.742 0.3263
H -0.787 -2.320 -1.608 0.3268
C -0.618 1.828 0.726 -0.9006
C -0.131 0.535 0.318 0.2495
O 1.062 0.364 -0.048 -0.2912
H -0.133 2.065 1.684 0.3270
H -0.247 2.610 0.052 0.3332
H -0.738 -0.373 0.268 0.5008
H 1.176 -0.474 -0.548 0.4494
```

As for the total charge: +1. As for the HOMO energy: -16.70 eV.

---

The most stable of them is arrangement 2.

---

Arrangement 1

Molecular formula: C4H12N2O3
Method: DFT, ωB97M-V/def2-TZVPD

Structure (XYZ):
```
21
Properties=species:S:1:pos:R:3:mulliken_charge:R:1
C 0.018 1.077 -0.925 1.0257
C -0.200 2.560 -0.664 -1.2327
O 1.279 0.839 -1.557 -0.5677
O -0.993 0.459 -1.535 -0.6827
H 1.124 0.949 -2.504 0.3403
H -1.144 -0.607 -0.941 0.3953
H 0.170 0.545 0.120 -0.2720
H 0.662 2.995 -0.162 0.3283
H -0.339 3.068 -1.620 0.3217
H -1.099 2.708 -0.066 0.3054
C -0.279 -0.846 2.360 -1.3924
C -0.084 -1.146 0.900 0.8473
N 1.468 -2.067 -0.645 -0.5516
O 1.163 -1.607 0.676 -0.2360
N -1.058 -1.479 0.076 -0.6914
H 1.653 -1.218 -1.182 0.3763
H 0.610 -2.492 -0.999 0.3332
H -1.973 -1.382 0.499 0.2632
H 0.659 -0.506 2.794 0.3555
H -0.580 -1.756 2.882 0.3666
H -1.057 -0.096 2.492 0.3676
```

As for the HOMO energy: -9.59 eV.

---

Arrangement 2

Molecular formula: C4H12N2O3
Method: DFT, ωB97M-V/def2-TZVPD

Structure (XYZ):
```
21
Properties=species:S:1:pos:R:3:mulliken_charge:R:1
N -0.564 0.110 -2.077 -0.3114
C 0.022 -1.052 -1.698 0.4957
O -0.190 -2.099 -2.289 -0.6520
C 0.901 -0.982 -0.460 -0.8284
C 0.219 -0.243 0.696 1.2427
N -0.660 -1.135 1.440 -0.6747
C 1.238 0.389 1.636 -0.7139
O 0.561 1.276 2.556 -0.5580
H -1.224 0.075 -2.832 0.2228
H -0.418 0.972 -1.576 0.1687
H 1.281 -1.951 -0.149 0.3743
H 1.777 -0.391 -0.741 0.3395
H -0.260 0.647 0.291 -0.4842
H -1.457 -0.638 1.806 0.2262
H -0.922 -1.975 0.945 0.2630
H 1.851 -0.316 2.209 0.2796
H 1.905 1.050 1.095 0.3319
H -0.059 0.740 3.064 0.3346
O -1.030 2.634 -0.243 -0.6220
H -0.998 2.635 0.722 0.2774
H -1.603 3.359 -0.528 0.2881
```

Its SMILES is NC(=O)C[C@@H](N)CO.O. As for the HOMO energy: -9.36 eV.

---

The most stable of them is arrangement 2.

---

Arrangement 1

Molecular formula: C2H4IN
Method: DFT, ωB97M-V/def2-TZVPD

Structure (XYZ):
```
8
Properties=species:S:1:pos:R:3:mulliken_charge:R:1
C 1.367 1.355 0.020 0.2195
C -0.869 -1.614 0.030 -0.6190
N 1.928 0.322 -0.178 -0.3681
I -1.857 0.262 0.073 0.0917
H 1.605 2.395 0.183 0.2792
H 0.184 1.303 0.279 -0.1938
H -0.756 -1.805 -1.033 0.2816
H -1.602 -2.218 0.626 0.3088
```

As for the HOMO energy (spin up / spin down): -9.20 / -8.66 eV.

---

Arrangement 2

Molecular formula: C2H4IN
Method: DFT, ωB97M-V/def2-TZVPD

Structure (XYZ):
```
8
Properties=species:S:1:pos:R:3:mulliken_charge:R:1
C -0.086 -0.466 -1.153 -0.1114
C 0.233 0.209 1.121 -0.6420
N 0.516 -0.418 -0.117 -0.1777
I 0.508 -1.541 -2.790 0.1041
H -1.712 0.939 -1.378 0.0671
H -0.006 -0.488 1.945 0.2390
H -0.547 1.130 0.946 0.2513
H 1.095 0.635 1.426 0.2696
```

As for the HOMO energy (spin up / spin down): -9.48 / -8.36 eV.

---

The most stable of them is arrangement 2.

---

Arrangement 1

Molecular formula: C14H50O11
Method: DFT, ωB97M-V/def2-TZVPD

Structure (XYZ):
```
75
Properties=species:S:1:pos:R:3:mulliken_charge:R:1
C -8.652 1.584 14.861 -1.1671
C -7.827 2.123 16.055 0.4573
O -7.075 1.134 16.745 -0.5536
H -9.140 0.622 15.013 0.3348
H -8.000 1.439 14.000 0.2226
H -9.426 2.273 14.522 0.3499
H -8.477 2.649 16.755 0.3189
H -7.098 2.861 15.721 -0.2130
H -6.386 0.846 16.141 0.4308
C -2.583 -0.214 15.552 -1.2137
C -3.828 0.204 16.297 -0.0634
O -4.825 0.362 15.309 -0.5625
H -1.896 -0.616 16.296 0.3889
H -2.106 0.653 15.095 0.2026
H -2.849 -0.873 14.725 0.3382
H -3.630 1.087 16.905 0.1696
H -4.155 -0.565 16.996 0.4020
H -4.441 0.888 14.604 0.3695
C -7.286 7.670 12.829 -1.3597
C -5.770 7.537 13.018 1.0296
O -5.166 7.530 11.755 -0.6200
H -7.697 6.884 12.196 0.3488
H -7.654 8.581 12.357 0.3291
H -7.814 7.523 13.771 0.3275
H -5.563 6.653 13.621 -0.4333
H -5.421 8.417 13.559 0.0938
H -4.320 7.156 12.011 0.3723
C -0.419 4.256 16.789 -0.7871
C 0.379 2.992 17.025 -0.3424
O 1.548 3.402 17.709 -0.5142
H 0.156 4.893 16.117 0.3158
H -0.623 4.688 17.769 0.3409
H -1.386 4.050 16.330 0.1260
H 0.583 2.562 16.044 0.2931
H -0.189 2.289 17.634 0.2859
H 2.113 2.631 17.790 0.2885
C -3.700 4.516 10.702 -1.1859
C -3.259 4.775 12.146 0.3357
O -2.873 6.146 12.319 -0.5256
H -3.989 3.467 10.636 0.2903
H -2.879 4.535 9.986 0.3768
H -4.492 5.094 10.227 0.2928
H -2.403 4.147 12.392 0.4070
H -4.052 4.528 12.852 -0.3389
H -2.070 6.212 11.796 0.2833
C -6.755 8.735 16.633 -0.6990
C -5.798 9.954 16.659 -0.3228
O -4.621 9.377 17.129 -0.5527
H -6.431 7.969 15.929 -0.0891
H -7.725 9.084 16.280 0.3746
H -6.927 8.239 17.588 0.2957
H -6.185 10.784 17.250 0.4237
H -5.620 10.398 15.679 0.2292
H -4.340 10.005 17.799 0.2665
C -2.890 7.448 15.362 0.0495
O -2.444 8.789 15.629 -0.6361
H -2.380 7.008 14.505 0.1537
H -2.644 6.780 16.187 0.2360
H -3.966 7.329 15.237 -0.2181
H -3.128 9.158 16.192 0.4559
C -4.733 4.360 16.007 -0.7466
O -5.961 5.096 16.073 -0.0568
H -4.324 4.207 15.009 -0.1611
H -4.085 4.920 16.682 0.2559
H -4.958 3.440 16.546 0.6831
H -6.134 5.137 17.016 0.1008
O -3.982 1.842 13.222 -0.6751
H -3.229 1.412 12.818 0.2875
H -4.590 1.991 12.498 0.2638
O -6.360 5.278 18.867 -0.5942
H -6.998 5.426 19.564 0.2581
H -5.627 5.853 19.086 0.2733
O -8.556 5.186 14.759 -0.6168
H -7.648 5.405 14.965 0.1940
H -8.518 4.808 13.881 0.3254
```

Its SMILES is CCO.CCO.CCO.CCO.CCO.CCO.CO.CO.O.O.O. As for the HOMO energy: -9.24 eV.

---

Arrangement 2

Molecular formula: C14H50O11
Method: DFT, ωB97M-V/def2-TZVPD

Structure (XYZ):
```
75
Properties=species:S:1:pos:R:3:mulliken_charge:R:1
C -6.980 1.870 -3.884 -0.9833
C -8.074 2.854 -3.987 -0.2608
O -7.551 4.198 -3.849 -0.5179
H -6.592 2.014 -2.875 0.2700
H -6.143 1.979 -4.574 0.3661
H -7.505 0.921 -3.992 0.2782
H -8.877 2.718 -3.262 0.3046
H -8.515 2.707 -4.972 0.2466
H -6.856 4.234 -4.510 0.2965
C 5.166 -4.181 -7.644 -1.0058
C 4.647 -2.992 -6.821 -0.1888
O 3.221 -3.048 -6.680 -0.5107
H 4.912 -5.182 -7.294 0.2911
H 6.242 -4.084 -7.789 0.3150
H 4.680 -4.131 -8.619 0.2739
H 4.982 -2.041 -7.234 0.2402
H 5.185 -3.053 -5.874 0.2696
H 3.076 -2.951 -5.736 0.3155
C -1.395 3.243 7.829 -1.0963
C -2.428 2.433 7.080 -0.1179
O -1.792 1.734 6.041 -0.5246
H -0.917 4.075 7.312 0.2831
H -0.593 2.598 8.189 0.2833
H -1.768 3.738 8.726 0.3470
H -3.198 3.102 6.697 0.2217
H -2.911 1.647 7.661 0.2947
H -2.400 1.023 5.826 0.3094
C 4.383 4.462 0.404 -0.4756
O 3.606 5.630 0.118 -0.5076
H 4.409 4.275 1.477 0.2508
H 4.067 3.623 -0.217 0.2186
H 5.406 4.677 0.095 0.2072
H 2.815 5.614 0.662 0.3066
C 0.019 -0.727 -0.414 -0.4852
O 1.085 -1.136 -1.307 -0.4884
H 0.233 0.215 0.091 0.2312
H -0.918 -0.633 -0.965 0.2156
H -0.109 -1.425 0.413 0.2374
H 1.842 -1.350 -0.757 0.2892
C 2.565 -2.756 5.876 -0.5115
O 1.939 -2.028 6.905 -0.4786
H 3.055 -2.108 5.150 0.2341
H 3.285 -3.466 6.284 0.2291
H 1.868 -3.227 5.183 0.2380
H 1.313 -1.450 6.462 0.2890
C 0.897 -7.753 0.453 -0.4933
O 0.697 -8.640 1.525 -0.4940
H 1.304 -8.326 -0.380 0.2324
H -0.012 -7.242 0.132 0.2242
H 1.694 -7.040 0.664 0.2338
H 1.525 -9.110 1.644 0.2971
C -0.012 2.807 -5.529 -0.4629
O -0.102 4.053 -6.247 -0.5089
H -0.559 2.808 -4.587 0.2245
H -0.470 2.022 -6.131 0.2127
H 1.029 2.574 -5.305 0.2343
H 0.585 4.646 -5.934 0.3008
C -2.746 5.394 1.391 -0.4764
O -1.552 5.344 2.102 -0.4870
H -2.483 5.836 0.430 0.1921
H -3.142 4.412 1.130 0.2426
H -3.414 6.021 1.981 0.2321
H -1.704 4.761 2.849 0.2964
C 7.639 -1.170 -0.015 -0.5202
O 6.546 -1.800 0.616 -0.4811
H 8.348 -1.888 -0.428 0.2575
H 7.267 -0.609 -0.872 0.2082
H 8.203 -0.559 0.689 0.2289
H 6.832 -2.692 0.825 0.3063
C -6.140 -2.746 2.804 -0.4254
O -4.809 -2.800 3.331 -0.5106
H -6.356 -1.716 2.521 0.1870
H -6.235 -3.389 1.929 0.2192
H -6.715 -3.098 3.660 0.2282
H -4.593 -3.714 3.528 0.3013
```

Its SMILES is CCO.CCO.CCO.CO.CO.CO.CO.CO.CO.CO.CO. As for the HOMO energy: -10.23 eV.

---

Arrangement 3

Molecular formula: C14H50O11
Method: DFT, ωB97M-V/def2-TZVPD

Structure (XYZ):
```
75
Properties=species:S:1:pos:R:3:mulliken_charge:R:1
C 3.119 -0.827 3.858 -1.3603
C 1.845 -0.047 3.675 0.9329
O 1.893 1.224 4.302 -0.5388
H 3.127 -1.757 3.290 0.3392
H 3.332 -1.123 4.872 0.4190
H 3.930 -0.244 3.401 0.3294
H 1.027 -0.670 4.098 0.2563
H 1.465 0.117 2.679 -0.6428
H 2.628 1.217 4.916 0.3233
C -2.909 -2.686 1.998 -0.6823
C -2.073 -3.918 1.608 -0.2710
O -0.773 -3.741 2.145 -0.5217
H -3.954 -2.772 1.710 0.3335
H -2.537 -1.831 1.420 -0.0866
H -2.754 -2.449 3.056 0.3913
H -2.090 -4.026 0.527 0.1411
H -2.534 -4.767 2.108 0.3954
H -0.727 -3.989 3.071 0.2985
C -1.841 2.160 4.047 -1.2684
C -1.987 1.281 2.802 0.7412
O -2.892 1.908 1.869 -0.6045
H -1.305 3.100 3.871 0.2985
H -1.286 1.593 4.782 0.3203
H -2.828 2.446 4.405 0.3812
H -2.376 0.292 3.027 -0.0077
H -1.026 1.103 2.295 -0.1508
H -2.883 1.401 1.032 0.3063
C -3.756 -1.758 -3.257 -1.3073
C -3.374 -2.339 -1.913 -0.2204
O -2.485 -1.504 -1.215 -0.1211
H -4.452 -2.408 -3.786 0.4228
H -2.848 -1.636 -3.865 0.2793
H -4.290 -0.811 -3.136 0.2351
H -2.903 -3.328 -2.015 0.3458
H -4.239 -2.495 -1.287 0.4001
H -1.683 -1.568 -1.745 0.0141
C 0.272 5.044 -2.932 -1.1169
C -0.115 3.659 -2.452 -0.0687
O 0.272 3.542 -1.075 -0.3827
H -0.305 5.273 -3.829 0.3756
H 1.336 5.051 -3.122 0.2836
H 0.015 5.740 -2.154 0.2974
H 0.437 2.882 -2.981 0.1438
H -1.184 3.436 -2.583 0.3315
H -0.068 4.299 -0.582 0.2113
C 4.134 2.293 1.507 -1.1566
C 2.918 2.296 0.636 0.5077
O 3.207 2.721 -0.685 -0.6079
H 4.611 3.269 1.595 0.3713
H 4.823 1.502 1.231 0.3240
H 3.869 2.003 2.526 0.1987
H 2.135 2.891 1.121 0.2505
H 2.546 1.273 0.576 -0.1855
H 2.391 3.061 -1.066 0.2676
C 0.593 -0.837 -0.181 0.1957
C 0.355 0.021 -1.393 0.1266
O -0.071 -0.807 -2.508 -0.6962
H -0.214 -1.491 0.098 0.1508
H 0.870 -0.177 0.648 -0.6718
H 1.423 -1.519 -0.322 -0.1010
H 1.254 0.565 -1.644 0.4862
H -0.425 0.739 -1.183 0.2215
H -0.319 -0.184 -3.210 0.2740
O 0.486 -3.639 -2.169 -0.6744
H 1.348 -3.816 -1.766 0.3312
H 0.457 -2.691 -2.293 0.3041
O -1.720 1.045 -3.866 -0.6057
H -1.823 1.074 -4.829 0.2956
H -2.333 0.386 -3.560 0.2301
O 3.216 -3.453 -0.695 -0.6500
H 3.297 -3.366 0.252 0.2966
H 3.511 -2.625 -1.083 0.3133
O 2.073 -1.359 -5.025 -0.6627
H 1.644 -1.253 -4.175 0.3510
H 1.524 -1.998 -5.471 0.3190
```

Its SMILES is CCO.CCO.CCO.CCO.CCO.CCO.CCO.O.O.O.O. As for the HOMO energy: -9.89 eV.

---

The most stable of them is arrangement 3.

---

Arrangement 1

Molecular formula: C10H15N2O2
Method: DFT, ωB97M-V/def2-TZVPD

Structure (XYZ):
```
29
Properties=species:S:1:pos:R:3:mulliken_charge:R:1
C -1.178 1.954 -0.991 -0.8083
N -0.545 1.209 0.208 0.0610
C -1.030 1.804 1.475 -0.8895
C 0.896 1.591 0.002 -0.8544
C -0.876 -0.279 0.098 -0.4442
C 0.156 -1.283 0.100 0.3935
C 0.164 -2.170 -1.000 -0.1829
C 1.049 -3.256 -1.005 -0.7204
C 1.948 -3.348 0.005 -0.3038
C 1.901 -2.519 1.103 -0.9789
C 1.077 -1.475 1.097 -0.0555
N -2.159 -0.530 0.113 0.8933
O -3.147 0.262 0.260 -0.7482
O -2.405 -1.881 0.171 -0.3684
H -0.534 2.841 -1.204 0.4177
H -1.106 1.236 -1.789 0.3722
H -2.225 2.301 -0.623 0.3261
H -0.718 2.856 1.695 0.4122
H -2.141 1.733 1.402 0.4224
H -0.695 1.198 2.268 0.3326
H 1.122 1.515 -1.037 0.5173
H 1.147 2.475 0.541 0.2959
H 1.562 0.756 0.523 0.3496
H -0.292 -1.895 -1.951 0.3769
H 1.090 -3.958 -1.866 0.3636
H 2.747 -4.116 -0.185 0.3319
H 2.484 -2.732 1.936 0.4992
H 0.978 -0.896 1.952 0.5513
H -3.294 -1.693 0.488 0.4380
```

As for the total charge: +1. Its SMILES is C[N+](C)(C)/C(c1ccccc1)=[N+](\[O-])O. As for the HOMO energy: -12.69 eV.

---

Arrangement 2

Molecular formula: C10H15N2O2
Method: DFT, ωB97M-V/def2-TZVPD

Structure (XYZ):
```
29
Properties=species:S:1:pos:R:3:mulliken_charge:R:1
C -0.568 -1.566 -4.232 -1.1487
C 0.010 -1.298 -2.870 0.5060
C 0.714 -2.169 -2.093 -0.5113
C 1.117 -1.514 -0.918 0.4660
O 1.883 -2.115 0.056 -0.3636
C 2.633 -1.302 0.959 -0.5975
C 1.752 -0.558 1.900 0.6347
C 0.987 0.214 2.437 -0.2532
C -0.033 1.203 2.782 -0.6954
N -0.822 1.292 1.524 0.3677
C -2.274 1.087 1.767 -1.0143
C -0.638 2.574 0.848 -1.0354
N 0.631 -0.303 -0.951 -0.2682
O -0.046 -0.116 -2.203 -0.2800
H -1.644 -1.370 -4.178 0.3202
H -0.493 -2.627 -4.550 0.3134
H -0.093 -0.982 -4.991 0.3200
H 0.893 -3.201 -2.369 0.3506
H 3.241 -0.619 0.422 0.3599
H 3.269 -1.936 1.539 0.3283
H -0.604 0.776 3.626 0.3792
H 0.351 2.196 3.085 0.3763
H -0.498 0.578 0.901 0.0854
H -2.676 1.913 2.386 0.4094
H -2.459 0.171 2.324 0.4181
H -2.885 0.969 0.849 0.3586
H -0.722 3.425 1.509 0.4184
H -1.386 2.677 0.055 0.4076
H 0.357 2.603 0.388 0.3479
```

As for the total charge: +1. Its SMILES is Cc1cc(OCC#CC[NH+](C)C)no1. As for the HOMO energy: -12.59 eV.

---

The most stable of them is arrangement 2.